Computed, not measured: C10H18BrCl2CsKN5O3S4 as an isolated structure at a distorted geometry, with ωB97M-V/def2-TZVPD.

Cartesian coordinates (Å):
S 0.3219 -3.4822 6.3652
C 0.4110 -2.0427 5.8982
N 0.4593 -0.8573 5.4681
N 1.1326 -0.8461 4.2477
C 2.4006 -0.5959 4.0558
N 2.6876 -0.7047 2.7510
C 1.5369 -1.0282 2.1798
N 1.4304 -1.2567 0.8371
S 1.9634 -0.1411 -0.2599
S 0.7740 -2.7867 0.2178
N 0.5323 -1.1251 3.0746
C -0.8758 -1.4744 2.9319
C -1.5849 -0.7014 1.8229
C -3.0922 -0.9790 1.9340
S -3.4171 -2.7210 1.5413
H 3.1026 -0.3651 4.8323
H 3.0122 -0.7205 -0.8902
H 0.5942 -3.4277 1.4192
H -1.3661 -1.2786 3.8829
H -0.9365 -2.5332 2.6897
H -1.2827 -1.0934 0.8527
H -1.4308 0.3749 1.8680
H -3.5771 -0.3507 1.1912
H -3.4697 -0.6989 2.9148
H -4.6497 -2.7304 1.0144
C -1.9346 2.8858 -5.9649
C -1.7245 1.6068 -5.1841
O -0.3229 1.3450 -4.9623
C 0.2431 2.0508 -4.0100
O -0.2600 2.8743 -3.3037
O 1.5534 1.6961 -3.9572
C 2.3047 2.4493 -3.0233
H -1.3614 2.8658 -6.8932
H -2.9890 3.0154 -6.2034
H -1.6024 3.7541 -5.3964
H -2.0962 0.7579 -5.7519
H -2.2570 1.6211 -4.2350
H 1.8497 2.4268 -2.0286
H 2.4158 3.4840 -3.3734
H 3.2833 2.0049 -2.9596
Cl 1.1619 -2.2208 -2.4337
K 4.6172 2.0934 -2.2615
Br -2.0014 -3.0807 7.6625
Cs 4.3170 1.1302 -5.5343
Cl 0.1268 0.8058 6.9736

Properties
Spin multiplicity: 1
Molecular weight, g/mol: 707.37
HOMO energy, eV: -4.71